1.
Density functional theory data (ωB97M-V/def2-TZVPD) for 2 unconnected molecules or ions with the total composition C3H10S at a distorted geometry.

Results
**Structure (SMILES)**: CCS.C
**Kohn-Sham gap**: 9.96 eV
**Relative energy (zero: lowest compared OMol25 entry of this formula, charge and spin)**: 5.4 kcal per mole
**Net charge**: 0
**E_LUMO**: 0.9 eV
**Strongest force on any atom**: 1.011 eV/A
**E_HOMO**: -9.020 eV

The geometry in XYZ format:
```
14
Properties=species:S:1:pos:R:3:forces:R:3:mulliken_charge:R:1
C 1.23830 2.18833 0.80153 -0.3 0.1 1.0 -1.1661
C 2.22933 1.04535 0.83188 -0.1 -0.6 -0.5 -0.2899
S 1.39325 -0.61597 0.83810 0.2 0.6 -0.1 -0.2368
H 0.41957 1.99776 1.50801 -0.1 -0.1 -0.4 0.3509
H 0.85445 2.38304 -0.19829 -0.1 -0.1 0.1 0.3173
H 1.67252 3.09222 1.21670 0.4 0.3 -0.3 0.3241
H 2.85779 1.09968 -0.05738 0.1 -0.1 0.1 0.2967
H 2.85782 1.04547 1.71370 0.1 0.2 0.1 0.2975
H 0.18579 -0.09552 0.60583 -0.1 -0.2 -0.1 0.1063
C -5.35683 -1.83478 -2.92634 -0.2 -0.3 -0.6 -0.9100
H -6.02422 -1.87647 -2.07240 0.2 0.1 0.2 0.2214
H -4.85496 -0.88137 -3.02661 0.0 0.2 0.2 0.2225
H -5.94732 -2.01037 -3.82118 -0.2 0.2 -0.1 0.2361
H -4.63120 -2.63989 -2.91589 0.2 0.0 0.3 0.2301
```
Positions in Å, forces in eV/Å.



2.
Density functional theory data (ωB97M-V/def2-TZVPD) for 2 unconnected molecules or ions with the total composition C3H10S3 at a distorted geometry.

Results
**Structure (SMILES)**: CSC.CSS
**Kohn-Sham gap**: 8.68 eV
**Relative energy (zero: lowest compared OMol25 entry of this formula, charge and spin)**: 19.6 kcal per mole
**Net charge**: 0
**E_LUMO**: 0.3 eV
**Strongest force on any atom**: 1.508 eV/A
**E_HOMO**: -8.347 eV

The geometry in XYZ format:
```
16
Properties=species:S:1:pos:R:3:forces:R:3:mulliken_charge:R:1
C -0.28950 -0.43256 -1.94819 0.1 0.4 1.3 -0.6722
S -1.73805 -0.88725 -2.89109 -0.1 0.5 -0.5 -0.1234
C -3.07862 -0.63584 -1.69511 0.0 -0.7 -0.1 -0.6756
H -0.58132 0.13295 -1.06079 -0.4 -0.4 0.1 0.0442
H 0.18195 -1.35043 -1.60632 0.5 0.2 0.0 0.2884
H 0.40941 0.30835 -2.34002 0.0 -0.6 -0.9 0.4015
H -2.74938 -0.16267 -0.77756 0.1 0.4 -0.1 0.2195
H -3.43403 -1.62315 -1.40524 -0.3 0.0 0.0 0.2483
H -3.87496 -0.08601 -2.18832 0.0 0.1 0.2 0.2629
C 2.49917 -0.72758 1.65519 0.2 -1.5 0.3 -1.0080
S 0.95253 0.10374 1.30510 0.4 0.5 0.9 0.1109
S 1.25066 1.79517 2.56487 0.0 -0.2 -0.4 -0.2340
H 2.72969 -0.84340 2.71827 -0.2 0.7 0.1 0.3737
H 2.34499 -1.79305 1.44198 -0.1 0.2 -0.7 0.2799
H 3.37512 -0.37606 1.12385 0.0 0.3 -0.1 0.3419
H 2.08671 1.18907 3.42826 -0.3 0.0 0.0 0.1420
```
Positions in Å, forces in eV/Å.



3.
Density functional theory data (ωB97M-V/def2-TZVPD) for 2 unconnected molecules or ions with the total composition C3H10SSi at a distorted geometry.

Results
**Kohn-Sham gap (alpha / beta)**: 8.26 / 7.95 eV
**Relative energy (zero: lowest compared OMol25 entry of this formula, charge and spin)**: 70.6 kcal per mole
**Net charge**: 0
**E_LUMO (alpha / beta)**: 0.0 / 0.1 eV
**Strongest force on any atom**: 3.072 eV/A
**E_HOMO (alpha / beta)**: -8.288 / -7.841 eV

The geometry in XYZ format:
```
15
Properties=species:S:1:pos:R:3:forces:R:3:mulliken_charge:R:1
C 0.18374 0.56634 -2.00789 0.9 2.8 0.8 -0.9515
C -0.10270 -1.68367 0.89230 -0.3 1.1 0.2 -0.9140
C -0.14141 1.32808 0.37398 1.1 0.9 -1.8 -0.3475
Si 0.80783 -0.05307 1.13186 0.9 -0.7 -1.6 0.5005
S -1.85336 1.51045 0.39306 -1.0 -2.3 -0.5 -0.1534
H 0.73850 1.35578 -2.55170 -0.3 0.0 0.8 0.2935
H 0.72577 -0.30739 -2.17270 0.6 -1.8 0.4 0.3477
H -0.82592 0.59315 -2.30860 -1.2 -0.2 0.1 0.3146
H -0.11746 -2.21072 1.82319 0.1 -0.5 0.6 0.3307
H -1.13361 -1.38985 0.69960 -0.2 -0.2 0.0 0.1755
H 0.19115 -2.33885 0.10536 0.4 -0.3 -0.6 0.3138
H 0.36013 2.34747 0.45174 -0.7 -1.3 -0.3 0.3298
H 1.12899 0.10582 2.49886 -0.2 0.3 1.6 -0.2220
H 2.20793 0.07221 0.60303 -0.4 -0.3 -0.3 -0.1194
H -2.16959 0.10425 0.06791 0.4 2.5 0.7 0.1017
```
Positions in Å, forces in eV/Å.



4.
Density functional theory data (ωB97M-V/def2-TZVPD) for a molecular structure, C3H11BrClOP2Zr at a distorted geometry.

Results
**Kohn-Sham gap**: 4.60 eV
**Net charge**: +3
**E_LUMO**: -15.3 eV
**Strongest force on any atom**: 7.241 eV/A
**E_HOMO**: -19.889 eV

The geometry in XYZ format:
```
20
Properties=species:S:1:pos:R:3:forces:R:3:mulliken_charge:R:1
C 2.96224 0.19466 0.24693 0.0 -0.3 0.7 -0.9764
C 1.54142 -0.36467 -0.43127 1.2 -0.8 2.3 0.1905
Cl 1.21623 0.60070 -1.97878 -1.1 -1.3 0.2 -0.1081
C 0.39662 -0.22466 0.73316 2.6 0.3 -0.5 -0.9679
P -1.37962 -0.66419 0.18398 0.7 -3.2 6.4 -0.3008
P -1.85881 1.40072 -0.39770 -4.7 4.8 0.7 0.7664
O -2.85502 2.14255 0.82380 3.3 -1.4 -2.8 -0.3850
Br -3.12311 1.16620 -2.31262 1.2 0.3 2.0 0.0216
H 2.75980 0.48352 1.38702 0.4 -0.6 -2.5 0.3547
H 3.71085 -0.70691 0.24219 -1.3 2.0 -0.1 0.3129
H 3.38046 1.14996 -0.29640 -0.9 -2.1 0.9 0.3732
H 1.73151 -1.49086 -0.75897 -0.5 2.2 0.6 0.2690
H 0.46061 0.86070 1.20890 -0.5 -2.0 -1.1 0.4433
H 0.68406 -0.98818 1.59472 -0.7 1.5 -1.8 0.4799
H -1.82428 -0.31124 1.53665 -0.1 0.1 -0.6 0.3637
H -2.74287 -1.03666 -0.16321 0.2 0.6 -0.8 0.4404
H -0.99214 -0.98980 -1.16895 0.0 0.8 -0.1 -0.7327
H -1.17414 -2.04084 0.63913 -0.2 0.1 -0.5 0.3209
H -2.27072 2.58211 1.52954 -0.9 -0.6 -0.9 0.4320
Zr -0.62311 -1.76311 -2.61811 1.3 -0.2 -2.3 1.7025
```
Positions in Å, forces in eV/Å.